No. 1
ORCA calculation (the ωB97M-V functional and the def2-TZVPD basis) on C18H24ClO9Si2Yb as an isolated structure at a distorted geometry.

CARTESIAN COORDINATES (ANGSTROEM)
Yb (0.021, -0.044, 0.158)
O (-0.126, 4.282, 0.645)
C (0.144, 3.198, 0.142)
O (-0.024, 2.055, 0.648)
C (0.852, 3.218, -1.258)
C (2.119, 2.349, -1.185)
C (3.056, 2.698, -2.355)
C (2.291, 2.073, -3.534)
C (1.095, 1.435, -2.804)
O (1.649, 1.056, -1.550)
C (0.085, 2.520, -2.407)
C (-1.250, 1.844, -1.936)
O (-2.283, 2.490, -2.045)
O (-1.129, 0.644, -1.551)
H (1.077, 4.264, -1.487)
H (2.589, 2.325, -0.203)
H (4.027, 2.223, -2.216)
H (3.204, 3.772, -2.468)
H (2.888, 1.313, -4.041)
H (1.974, 2.810, -4.273)
H (0.656, 0.565, -3.299)
H (-0.157, 3.208, -3.224)
C (2.037, -3.562, -1.703)
Si (0.745, -2.613, -0.540)
C (1.366, -3.485, 1.122)
C (-0.914, -3.627, -0.795)
C (-0.940, -4.769, -1.592)
C (-2.090, -5.504, -1.815)
C (-3.278, -5.086, -1.243)
C (-3.280, -3.930, -0.481)
C (-2.130, -3.182, -0.234)
Si (-2.295, -1.504, 0.839)
C (-3.912, -0.766, -0.017)
C (-3.218, -2.366, 2.372)
H (2.175, -4.610, -1.441)
H (3.006, -3.078, -1.605)
H (1.759, -3.512, -2.754)
H (1.477, -4.567, 1.038)
H (0.684, -3.282, 1.946)
H (2.336, -3.079, 1.404)
H (-0.024, -5.102, -2.059)
H (-2.066, -6.392, -2.439)
H (-4.194, -5.648, -1.396)
H (-4.223, -3.598, -0.066)
H (-4.837, -1.282, 0.239)
H (-3.797, -0.784, -1.096)
H (-4.032, 0.279, 0.260)
H (-4.020, -3.033, 2.059)
H (-3.661, -1.623, 3.033)
H (-2.520, -2.952, 2.964)
O (2.463, 1.647, 2.208)
Cl (2.303, 0.249, 2.044)
O (3.210, -0.427, 2.909)
O (0.968, -0.163, 2.353)
O (2.596, -0.108, 0.694)

2S+1: 2
Relative energy (zero: lowest compared OMol25 entry of this formula, charge and spin) in kJ/mol: 62.24
Kohn-Sham gap (spin up / spin down) in eV: 6.3 / 6.3
⟨S²⟩: 0.751
E_LUMO (spin up / spin down) in eV: 4.6 / 4.6
HOMO (spin up / spin down) in eV: -1.66 / -1.68
Charge: -2



No. 2
ORCA calculation (the ωB97M-V functional and the def2-TZVPD basis) on C18H24F12N3OP2SSiTc as an isolated structure.

CARTESIAN COORDINATES (ANGSTROEM)
Tc (-0.246, 0.516, 0.494)
C (4.070, 0.192, -1.141)
Si (2.868, 1.603, -1.060)
C (2.726, 2.733, -2.524)
C (2.947, 2.534, 0.516)
N (1.116, 0.604, -1.178)
C (0.860, -0.196, -2.146)
C (1.737, -0.395, -3.314)
C (1.302, -1.080, -4.387)
C (-0.017, -1.625, -4.386)
C (-0.866, -1.597, -3.280)
C (-0.422, -0.966, -2.149)
O (-1.085, -0.933, -0.984)
C (-2.303, -1.750, -0.831)
C (-2.166, -3.121, -0.896)
C (-3.310, -3.884, -0.705)
C (-4.529, -3.267, -0.446)
C (-4.614, -1.884, -0.364)
C (-3.482, -1.100, -0.553)
H (4.844, 0.375, -0.392)
H (4.576, 0.114, -2.106)
H (3.625, -0.773, -0.890)
H (3.717, 3.178, -2.670)
H (2.046, 3.563, -2.326)
H (2.446, 2.266, -3.467)
H (3.938, 3.006, 0.476)
H (2.935, 1.900, 1.401)
H (2.222, 3.340, 0.607)
H (2.723, 0.044, -3.295)
H (1.928, -1.210, -5.260)
H (-0.375, -2.112, -5.288)
H (-1.831, -2.081, -3.320)
H (-1.205, -3.591, -1.068)
H (-3.243, -4.963, -0.753)
H (-5.416, -3.869, -0.303)
H (-5.563, -1.407, -0.157)
H (-3.546, -0.024, -0.474)
N (-1.505, 1.986, -0.531)
H (-1.251, 2.151, -1.504)
H (-1.366, 2.876, -0.040)
H (-2.513, 1.833, -0.521)
F (1.172, -0.538, 1.104)
P (2.829, -0.984, 3.258)
F (2.907, -2.267, 2.364)
F (3.743, -1.217, 4.445)
F (3.858, -0.310, 2.260)
F (1.477, -1.565, 3.851)
F (2.202, 0.446, 3.455)
S (-2.388, -1.364, 4.086)
C (-1.584, -2.483, 3.073)
C (-1.062, -1.855, 2.006)
N (-1.314, -0.480, 1.969)
C (-2.008, -0.117, 3.047)
H (-1.505, -3.528, 3.327)
H (-0.450, -2.321, 1.253)
H (-2.319, 0.891, 3.246)
F (0.375, 1.983, 1.402)
P (-1.245, 3.796, 2.862)
F (-0.921, 2.709, 3.942)
F (-2.285, 4.649, 3.550)
F (0.117, 4.468, 3.149)
F (-2.174, 2.661, 2.161)
F (-1.200, 4.439, 1.407)

2S+1: 4
Relative energy (zero: lowest compared OMol25 entry of this formula, charge and spin) in kJ/mol: 110.33
Kohn-Sham gap (spin up / spin down) in eV: 5.6 / 5.4
⟨S²⟩: 3.767
E_LUMO (spin up / spin down) in eV: -12.7 / -12.9
HOMO (spin up / spin down) in eV: -18.35 / -18.34
Charge: +3



No. 3
ORCA calculation (the ωB97M-V functional and the def2-TZVPD basis) on C18H24GaN2O2PSSeTe as an isolated structure.

CARTESIAN COORDINATES (ANGSTROEM)
Ga (1.147, 0.420, -0.160)
O (1.988, 1.564, 1.389)
N (3.124, 1.112, 1.889)
C (3.483, 1.554, 3.114)
C (4.659, 1.165, 3.692)
C (5.490, 0.285, 2.995)
C (5.102, -0.167, 1.758)
C (3.895, 0.246, 1.181)
S (3.362, -0.280, -0.369)
H (2.764, 2.222, 3.564)
H (4.915, 1.539, 4.672)
H (6.426, -0.044, 3.425)
H (5.712, -0.857, 1.193)
Se (0.555, -0.802, -2.333)
C (-1.015, 0.125, -2.471)
N (-1.984, 0.752, -2.559)
C (-3.383, -5.044, -1.874)
C (-2.718, -3.963, -1.066)
C (-1.422, -4.111, -0.597)
C (-0.794, -3.125, 0.157)
C (0.620, -3.360, 0.610)
C (-1.495, -1.948, 0.446)
Te (-0.552, -0.413, 1.571)
C (-2.813, -1.783, 0.002)
C (-3.618, -0.547, 0.298)
C (-3.398, -2.795, -0.751)
H (-2.646, -5.720, -2.307)
H (-3.975, -4.619, -2.685)
H (-4.056, -5.639, -1.252)
H (-0.873, -5.017, -0.834)
H (0.947, -4.362, 0.332)
H (0.716, -3.247, 1.691)
H (1.306, -2.641, 0.156)
H (-3.144, 0.333, -0.136)
H (-3.707, -0.378, 1.373)
H (-4.619, -0.636, -0.122)
H (-4.413, -2.658, -1.110)
C (-1.665, 3.093, -0.203)
P (-0.105, 3.338, -1.034)
C (0.686, 4.758, -0.271)
C (-0.442, 3.758, -2.737)
O (0.836, 2.155, -0.946)
H (-2.234, 4.024, -0.215)
H (-1.489, 2.777, 0.825)
H (-2.218, 2.314, -0.729)
H (0.050, 5.641, -0.327)
H (1.630, 4.954, -0.778)
H (0.892, 4.517, 0.772)
H (-1.038, 4.670, -2.787)
H (-0.991, 2.933, -3.191)
H (0.501, 3.907, -3.262)

Relative energy (zero: lowest compared OMol25 entry of this formula, charge and spin) in kJ/mol: 0.00
Kohn-Sham gap in eV: 7.6
E_LUMO in eV: 0.1
HOMO in eV: -7.41
Charge: 0



No. 4
ORCA calculation (the ωB97M-V functional and the def2-TZVPD basis) on C18H24IN2OPtS3 as an isolated structure.

CARTESIAN COORDINATES (ANGSTROEM)
Pt (0.596, -0.318, -0.379)
C (-2.395, -0.171, -1.061)
N (-1.696, 0.012, 0.249)
C (-1.873, 1.407, 0.698)
C (-1.004, 1.757, 1.894)
N (0.413, 1.606, 1.566)
C (0.964, 2.753, 0.824)
C (1.243, 1.239, 2.658)
C (1.034, 1.727, 3.940)
C (1.910, 1.414, 4.970)
C (3.027, 0.613, 4.738)
C (3.245, 0.106, 3.479)
C (2.340, 0.376, 2.433)
S (2.572, -0.471, 0.966)
C (-2.088, -1.024, 1.163)
C (-3.102, -0.875, 2.092)
C (-3.500, -1.955, 2.872)
C (-2.905, -3.201, 2.716)
C (-1.893, -3.366, 1.793)
C (-1.451, -2.277, 1.031)
S (-0.086, -2.485, -0.016)
H (-3.382, 0.301, -0.990)
H (-2.522, -1.243, -1.226)
H (-1.351, -0.276, -2.685)
H (-2.925, 1.610, 0.925)
H (-1.609, 2.029, -0.158)
H (-1.238, 1.092, 2.726)
H (-1.245, 2.781, 2.209)
H (0.952, 3.660, 1.439)
H (0.383, 2.923, -0.081)
H (1.988, 2.541, 0.522)
H (0.200, 2.388, 4.135)
H (1.735, 1.821, 5.957)
H (3.715, 0.389, 5.540)
H (4.095, -0.532, 3.277)
H (-3.605, 0.076, 2.210)
H (-4.298, -1.823, 3.591)
H (-3.231, -4.038, 3.318)
H (-1.409, -4.325, 1.664)
C (-2.167, -2.946, -4.198)
S (-0.636, -2.150, -3.670)
C (-0.109, -1.437, -5.239)
O (-1.646, 0.428, -2.063)
H (-1.955, -3.696, -4.958)
H (-2.874, -2.216, -4.588)
H (-2.601, -3.442, -3.331)
H (0.062, -2.230, -5.964)
H (0.823, -0.909, -5.055)
H (-0.852, -0.738, -5.617)
I (2.017, 0.528, -2.395)

2S+1: 5
Relative energy (zero: lowest compared OMol25 entry of this formula, charge and spin) in kJ/mol: 27.94
Kohn-Sham gap (spin up / spin down) in eV: 8.5 / 5.4
⟨S²⟩: 6.049
E_LUMO (spin up / spin down) in eV: -2.2 / -5.7
HOMO (spin up / spin down) in eV: -10.76 / -11.15
Charge: +1



No. 5
ORCA calculation (the ωB97M-V functional and the def2-TZVPD basis) on the molecule C18H24N2O3S2.

CARTESIAN COORDINATES (ANGSTROEM)
C (-5.091, -2.770, 1.233)
C (-6.281, -1.961, 0.735)
C (-5.901, -1.003, -0.384)
S (-4.806, 0.340, 0.214)
C (-3.589, 0.421, -1.147)
C (-2.527, -0.666, -1.064)
C (-1.699, -0.581, 0.221)
N (-0.970, 0.661, 0.322)
C (0.277, 0.800, -0.174)
O (0.871, -0.150, -0.674)
C (0.874, 2.156, -0.036)
C (0.067, 3.292, -0.050)
C (0.605, 4.556, 0.094)
C (1.973, 4.701, 0.266)
C (2.798, 3.595, 0.260)
C (2.270, 2.314, 0.089)
N (3.076, 1.190, 0.043)
C (4.416, 1.089, 0.247)
O (5.172, 2.002, 0.523)
C (4.906, -0.311, 0.101)
C (6.223, -0.549, 0.169)
S (6.979, -2.113, 0.101)
C (5.462, -3.117, 0.214)
C (4.368, -2.479, -0.632)
O (3.928, -1.251, -0.104)
H (-4.666, -3.366, 0.428)
H (-4.320, -2.106, 1.618)
H (-5.396, -3.440, 2.033)
H (-7.053, -2.638, 0.357)
H (-6.710, -1.392, 1.562)
H (-5.365, -1.525, -1.175)
H (-6.789, -0.527, -0.801)
H (-3.139, 1.410, -1.069)
H (-4.143, 0.365, -2.084)
H (-1.858, -0.569, -1.923)
H (-2.995, -1.651, -1.108)
H (-0.967, -1.392, 0.227)
H (-2.354, -0.668, 1.091)
H (-1.432, 1.444, 0.753)
H (-0.998, 3.196, -0.209)
H (-0.039, 5.422, 0.073)
H (2.401, 5.684, 0.390)
H (3.863, 3.705, 0.377)
H (2.581, 0.330, -0.212)
H (6.902, 0.275, 0.302)
H (5.708, -4.113, -0.146)
H (5.158, -3.162, 1.260)
H (3.478, -3.114, -0.651)
H (4.733, -2.338, -1.658)

Relative energy (zero: lowest compared OMol25 entry of this formula, charge and spin) in kJ/mol: 14.97
Kohn-Sham gap in eV: 8.6
E_LUMO in eV: 0.6
HOMO in eV: -8.00
Charge: 0
SMILES: CCCSCCCNC(=O)c1ccccc1NC(=O)C1=CSCCO1



No. 6
ORCA calculation (the ωB97M-V functional and the def2-TZVPD basis) on C18H24N2O4 as an isolated structure at a distorted geometry.

CARTESIAN COORDINATES (ANGSTROEM)
C (-4.531, -3.810, 0.806)
C (-3.957, -3.164, -0.573)
H (-4.775, -2.511, -1.061)
H (-3.660, -3.928, -1.294)
O (-2.999, -2.435, -0.483)
C (-3.392, -1.118, 0.131)
O (-4.552, -0.745, 0.400)
C (-2.164, -0.180, 0.192)
N (-0.998, -0.594, 0.060)
N (-0.034, 0.322, 0.415)
C (1.173, 0.289, 0.750)
O (1.862, 1.031, 1.098)
C (1.663, -1.525, 0.340)
C (3.141, -1.339, 0.243)
C (3.602, -1.548, -1.215)
C (4.905, -1.609, -1.192)
C (5.897, -1.670, -0.204)
C (5.340, -1.449, 1.117)
C (4.119, -1.249, 1.202)
H (3.609, -1.215, 2.392)
H (6.018, -1.341, 1.776)
H (6.808, -1.444, -0.281)
H (5.342, -1.547, -2.273)
H (2.861, -1.532, -1.746)
H (1.065, -1.552, -0.635)
H (1.449, -1.904, 1.325)
C (-0.744, 1.497, 0.677)
O (-0.307, 2.371, 1.862)
H (0.550, 2.185, 2.010)
C (-2.188, 1.183, 0.858)
H (-2.912, 1.920, 0.152)
H (-2.573, 1.234, 1.705)
C (-0.480, 2.698, -0.498)
C (-1.367, 3.795, -0.296)
H (-1.227, 4.207, 0.748)
H (-0.993, 4.908, -0.924)
H (-2.379, 3.754, -0.597)
C (-0.916, 2.022, -1.575)
H (-1.977, 1.745, -1.830)
H (-0.419, 1.252, -1.946)
H (-0.685, 2.633, -2.493)
C (0.822, 3.148, -0.372)
H (1.189, 3.527, 0.331)
H (1.034, 3.634, -1.408)
H (1.506, 2.286, -0.867)
H (-5.203, -4.600, 0.486)
H (-4.903, -3.167, 1.438)
H (-3.620, -4.462, 1.248)

Relative energy (zero: lowest compared OMol25 entry of this formula, charge and spin) in kJ/mol: 1867.68
Kohn-Sham gap in eV: 7.2
E_LUMO in eV: -0.7
HOMO in eV: -7.87
Charge: 0



No. 7
ORCA calculation (the ωB97M-V functional and the def2-TZVPD basis) on the molecule C18H24N2O4S3 at a distorted geometry.

CARTESIAN COORDINATES (ANGSTROEM)
C (-4.155, -3.246, 3.339)
C (-3.253, -2.054, 3.642)
C (-2.936, -1.957, 5.136)
C (-1.997, -0.781, 5.398)
C (-0.720, -0.950, 4.580)
N (-1.006, -1.101, 3.167)
S (-1.310, 0.313, 2.332)
O (-0.432, 1.323, 2.847)
O (-2.708, 0.632, 2.232)
C (-0.719, -0.143, 0.700)
C (-1.512, 0.094, -0.408)
C (-0.989, -0.130, -1.671)
C (0.314, -0.578, -1.785)
S (1.018, -0.740, -3.423)
O (0.239, -1.672, -4.182)
O (2.428, -0.975, -3.296)
N (0.663, 0.756, -4.077)
C (1.551, 1.893, -3.829)
C (2.868, 1.783, -4.593)
C (1.750, 2.017, -2.351)
C (0.847, 2.482, -1.440)
C (1.324, 2.446, -0.113)
C (2.591, 1.963, -0.039)
S (3.215, 1.530, -1.580)
C (1.090, -0.862, -0.677)
C (0.568, -0.633, 0.585)
C (-1.940, -2.163, 2.859)
H (-3.674, -4.176, 3.636)
H (-4.377, -3.297, 2.276)
H (-5.093, -3.156, 3.882)
H (-3.750, -1.132, 3.328)
H (-3.861, -1.831, 5.702)
H (-2.460, -2.884, 5.468)
H (-2.483, 0.150, 5.096)
H (-1.750, -0.715, 6.459)
H (-0.075, -0.076, 4.674)
H (-0.171, -1.841, 4.904)
H (-2.513, 0.467, -0.259)
H (-1.559, 0.055, -2.567)
H (0.406, 0.649, -5.046)
H (0.999, 2.780, -4.173)
H (3.498, 2.641, -4.376)
H (3.386, 0.873, -4.298)
H (2.678, 1.748, -5.664)
H (-0.129, 2.842, -1.714)
H (0.751, 2.750, 0.744)
H (3.200, 1.836, 0.833)
H (2.095, -1.226, -0.826)
H (1.143, -0.807, 1.480)
H (-2.129, -2.117, 1.784)
H (-1.446, -3.115, 3.085)

Kohn-Sham gap in eV: 8.9
E_LUMO in eV: 0.1
HOMO in eV: -8.82
Charge: 0
SMILES: C[C@H]1CCCN(S(=O)(=O)c2ccc(S(=O)(=O)N[C@H](C)c3cccs3)cc2)C1



No. 8
ORCA calculation (the ωB97M-V functional and the def2-TZVPD basis) on C18H24N2O5S as an isolated structure at a distorted geometry.

CARTESIAN COORDINATES (ANGSTROEM)
C (-5.064, -1.370, 0.086)
C (-4.989, -0.012, 0.652)
H (-6.003, 0.468, 0.699)
H (-4.649, -0.058, 1.627)
S (-4.236, 1.112, -0.444)
C (-2.604, 0.600, -0.137)
H (-2.571, -0.110, 0.834)
H (-1.926, 1.571, -0.138)
C (-2.182, -0.010, -1.559)
H (-2.797, -0.883, -1.709)
H (-2.130, 0.862, -2.282)
O (-0.930, -0.479, -1.412)
C (-0.714, -1.929, -0.756)
O (-1.700, -2.282, -0.266)
C (0.646, -2.113, -0.516)
C (0.988, -3.285, 0.320)
N (2.422, -3.613, 0.514)
C (3.385, -2.663, 0.140)
O (4.681, -2.797, 0.213)
N (2.994, -1.473, -0.501)
H (3.696, -0.872, -0.980)
C (1.544, -0.925, -0.567)
C (1.474, 0.321, 0.215)
C (0.794, 0.181, 1.569)
C (0.670, 1.443, 1.904)
C (1.209, 2.515, 1.668)
C (1.800, 2.406, 0.459)
C (2.003, 1.591, -0.347)
O (2.548, 1.331, -1.399)
C (2.686, 2.447, -2.302)
H (3.379, 3.349, -2.091)
H (1.632, 2.916, -2.591)
H (2.991, 2.133, -3.322)
O (2.276, 3.638, -0.046)
C (2.062, 4.881, 0.716)
H (2.602, 5.940, 0.163)
H (2.601, 4.904, 1.523)
H (1.028, 5.188, 1.101)
H (0.956, 3.416, 2.299)
H (0.060, 1.350, 3.198)
H (0.585, -0.899, 1.917)
H (1.378, -0.624, -1.523)
H (2.580, -4.359, 0.923)
C (0.126, -4.530, 0.613)
H (0.361, -5.224, -0.032)
H (0.441, -4.655, 1.639)
H (-0.780, -4.266, 0.415)
H (-5.621, -2.197, 0.599)
H (-4.082, -1.692, -0.115)
H (-5.618, -1.242, -0.970)

Relative energy (zero: lowest compared OMol25 entry of this formula, charge and spin) in kJ/mol: 1582.99
Kohn-Sham gap in eV: 7.4
E_LUMO in eV: -0.6
HOMO in eV: -7.98
Charge: 0



No. 9
ORCA calculation (the ωB97M-V functional and the def2-TZVPD basis) on the molecule C18H24N2O7S at a distorted geometry.

CARTESIAN COORDINATES (ANGSTROEM)
C (-7.927, -1.001, -0.027)
C (-6.642, -1.801, 0.077)
O (-5.581, -1.030, -0.493)
C (-4.334, -1.418, -0.221)
O (-4.072, -2.379, 0.456)
C (-3.329, -0.492, -0.884)
C (-1.891, -0.977, -0.703)
C (-1.439, -0.836, 0.753)
N (-1.621, 0.521, 1.217)
C (-0.662, 1.420, 1.462)
O (-0.893, 2.584, 1.755)
C (0.789, 0.928, 1.474)
N (1.243, 0.641, 0.130)
C (2.437, -0.081, -0.039)
C (2.572, -0.847, -1.190)
C (3.721, -1.589, -1.443)
C (4.714, -1.557, -0.494)
C (4.575, -0.803, 0.671)
C (3.455, -0.051, 0.924)
O (5.696, -0.946, 1.444)
C (6.551, -1.811, 0.726)
O (5.926, -2.196, -0.479)
S (0.910, 1.858, -0.995)
C (1.393, 3.411, -0.208)
O (1.742, 1.639, -2.138)
O (-0.505, 1.868, -1.215)
C (-2.998, 0.968, 1.127)
C (-3.458, 0.932, -0.328)
H (-8.749, -1.577, 0.387)
H (-8.140, -0.772, -1.067)
H (-7.834, -0.068, 0.523)
H (-6.719, -2.747, -0.470)
H (-6.393, -2.030, 1.119)
H (-3.581, -0.472, -1.950)
H (-1.805, -2.023, -0.998)
H (-1.242, -0.367, -1.332)
H (-0.397, -1.137, 0.831)
H (-2.048, -1.494, 1.382)
H (0.880, 0.022, 2.080)
H (1.378, 1.723, 1.954)
H (1.768, -0.843, -1.906)
H (3.826, -2.174, -2.341)
H (3.380, 0.528, 1.829)
H (6.765, -2.705, 1.333)
H (7.497, -1.290, 0.503)
H (0.691, 3.624, 0.591)
H (2.411, 3.308, 0.145)
H (1.335, 4.167, -0.980)
H (-3.043, 1.984, 1.521)
H (-3.616, 0.308, 1.746)
H (-4.488, 1.280, -0.406)
H (-2.806, 1.588, -0.906)

Relative energy (zero: lowest compared OMol25 entry of this formula, charge and spin) in kJ/mol: 22.88
Kohn-Sham gap in eV: 8.8
E_LUMO in eV: 0.7
HOMO in eV: -8.13
Charge: 0
SMILES: CCOC(=O)C1CCN(C(=O)CN(c2ccc3c(c2)OCO3)S(C)(=O)=O)CC1